1.
A molecular structure, C42H90N8, computed with ωB97M-V/def2-TZVPD.

## Properties
LUMO = 0.683 eV
Spin multiplicity = 1
Net charge = 0
ΔE to the lowest compared entry with this formula, charge and spin = 1947.2 kJ/mol

CARTESIAN COORDINATES (ANGSTROEM)
N 4.6659 -2.1291 0.8443
C 5.6337 -1.8218 -0.0493
C 5.2994 -2.3624 -1.3107
C 4.1243 -3.0497 -1.1126
C 3.7630 -2.9978 0.2093
H 4.5713 -1.8561 1.8121
H 6.3971 -1.0960 0.1892
H 5.7562 -2.1202 -2.2589
H 3.6242 -3.4958 -1.9595
H 3.0071 -3.5303 0.7674
N 4.0652 -0.6984 -3.3787
C 3.9532 0.3059 -2.4772
C 2.6631 0.8659 -2.5095
C 2.0741 0.3910 -3.6839
C 2.8755 -0.6561 -4.1150
H 4.8196 -1.3280 -3.6124
H 4.7135 0.5332 -1.7446
H 2.1773 1.5251 -1.8054
H 1.1216 0.7020 -4.0868
H 2.8192 -1.3536 -4.9377
N 1.6035 -0.8518 -1.4321
C 2.0014 -1.3563 -0.2451
C 1.2083 -0.8858 0.8024
C 0.2818 -0.1478 0.1445
C 0.4800 -0.1114 -1.2755
H 2.1292 -0.8148 -2.2937
H 2.9058 -1.9132 -0.4410
H 1.3110 -1.0907 1.8578
H -0.4659 0.3638 0.7325
H -0.0025 0.3464 -2.1264
C -3.9098 2.0961 2.9953
C -4.6307 1.2051 2.0341
N -3.9807 -0.0790 2.0264
C -2.9946 -0.2044 0.9730
C -1.8548 -1.1624 1.2068
C -4.8364 -1.2016 2.3489
C -5.6970 -1.7452 1.1618
H -3.0027 2.5652 2.6143
H -3.5048 1.5412 3.8415
H -4.6364 2.8742 3.2290
H -5.6657 1.0488 2.3384
H -4.7732 1.6542 1.0512
H -3.4167 -0.5952 0.0471
H -2.4876 0.7375 0.7637
H -1.1472 -0.7742 1.9394
H -2.2747 -2.0280 1.7190
H -1.3567 -1.4517 0.2814
H -5.4910 -0.8454 3.1443
H -4.2537 -2.0797 2.6270
H -5.5996 -1.3218 0.1621
H -6.6838 -1.3749 1.4397
H -5.7381 -2.8344 1.1630
C -2.5938 -3.5577 -4.6145
C -3.1666 -2.3110 -3.8201
N -2.3662 -2.0691 -2.6486
C -2.7936 -0.9439 -1.7992
C -4.2491 -1.1343 -1.3020
C -0.8937 -2.1824 -2.8890
C -0.3370 -1.0273 -3.7493
H -3.5288 -3.8390 -5.0989
H -2.3162 -4.4180 -4.0056
H -1.8055 -3.4600 -5.3609
H -3.2465 -1.4711 -4.5102
H -4.1699 -2.5465 -3.4651
H -2.2113 -0.8418 -0.8834
H -2.5519 -0.0232 -2.3302
H -4.7423 -0.3101 -0.7866
H -4.9530 -1.2183 -2.1301
H -4.2181 -1.8935 -0.5205
H -0.6829 -3.1900 -3.2475
H -0.5516 -2.2210 -1.8548
H -0.9427 -0.8519 -4.6384
H 0.6716 -1.2638 -4.0883
H -0.2665 -0.0607 -3.2505
C 3.0488 2.4600 3.9043
C 1.4834 2.2038 3.9842
N 0.8169 2.6731 2.7844
C 1.3807 2.0222 1.4987
C 1.0715 2.7789 0.1644
C -0.6553 2.5220 2.8148
C -1.2179 1.1235 3.1323
H 3.6773 1.7811 3.3279
H 3.4172 2.6167 4.9181
H 3.1936 3.4485 3.4684
H 1.2813 1.1332 4.0171
H 1.2177 2.5777 4.9730
H 1.0603 0.9885 1.3693
H 2.4681 1.9803 1.5617
H 1.4114 2.1760 -0.6777
H 1.5578 3.7492 0.2645
H 0.0437 3.1007 -0.0036
H -0.9464 3.1306 3.6709
H -1.0845 3.1906 2.0686
H -1.0084 0.3489 2.3946
H -0.7932 0.6672 4.0265
H -2.3069 1.0886 3.1629
C 5.8369 -0.3899 4.3514
C 5.5911 -0.8239 2.8988
N 4.2018 -1.3866 2.6647
C 3.3467 -0.2876 2.3805
C 3.7326 0.4054 1.0925
C 3.6656 -2.3110 3.7388
C 2.4897 -3.2509 3.3714
H 6.7638 0.1751 4.4506
H 5.9464 -1.2944 4.9497
H 4.9578 0.0509 4.8216
H 5.9181 0.0462 2.3295
H 6.3170 -1.6047 2.6714
H 2.4140 -0.7899 2.1237
H 3.0946 0.3442 3.2322
H 2.9032 1.0936 0.9293
H 4.3735 1.2617 1.3025
H 4.0911 -0.1334 0.2154
H 3.6582 -1.8325 4.7182
H 4.5271 -2.9492 3.9352
H 2.3775 -4.1113 4.0311
H 2.6835 -3.6706 2.3843
H 1.5314 -2.7319 3.3942
C -3.5466 0.8914 -4.4511
C -2.2663 1.3354 -3.6987
N -2.5938 2.2450 -2.5589
C -1.3495 2.5011 -1.8832
C -1.5100 1.6779 -0.6282
C -3.4223 3.4369 -2.8517
C -3.9612 4.3215 -1.6857
H -4.1984 0.5373 -3.6524
H -3.2643 0.0313 -5.0582
H -4.0576 1.6064 -5.0959
H -1.7128 0.4177 -3.4995
H -1.7446 2.0134 -4.3742
H -0.5046 2.0820 -2.4296
H -1.1387 3.5483 -1.6663
H -2.0692 2.2438 0.1169
H -1.9717 0.6990 -0.7575
H -0.5035 1.4563 -0.2733
H -4.3020 3.0564 -3.3708
H -2.8501 4.0694 -3.5304
H -4.5003 3.6490 -1.0185
H -4.6367 5.1618 -1.8459
H -3.1600 4.8924 -1.2164

Forces on atoms 1 to 6 (eV/Å):
2.442 -6.506 -10.679
-0.366 -0.031 -1.836
1.261 1.612 1.505
0.055 -2.334 -1.213
3.596 -0.907 1.385
-0.091 -1.606 -0.562

2.
9 unconnected molecules or ions with the total composition C41H99BClINO19, computed with ωB97M-V/def2-TZVPD.

## Properties
LUMO = 1.696 eV
Spin multiplicity = 1
Net charge = -1

CARTESIAN COORDINATES (ANGSTROEM)
C -5.3376 1.6176 -0.0869
C -4.1715 0.9337 0.6227
C -3.8752 -0.4802 0.0928
O -4.3686 -0.6539 -1.2066
C -3.4791 -1.3190 -2.1381
B -2.7315 -0.2352 -3.0956
C -1.8613 0.8809 -2.2774
C -0.7569 0.3023 -1.3743
C 0.6467 0.3507 -1.9826
I 1.4783 -1.5685 -2.4604
O -3.7379 0.4783 -3.9832
C -3.5649 -0.0002 -5.2763
N -4.3657 -1.1991 -5.5368
C -2.0572 -0.2814 -5.2567
Cl -1.4313 -1.2035 -6.6815
O -1.8378 -0.9671 -4.0993
H -5.0481 1.9585 -1.0778
H -6.1759 0.9348 -0.2150
H -5.6772 2.4803 0.4904
H -3.2790 1.5576 0.5206
H -4.3858 0.8766 1.6935
H -2.7934 -0.6531 0.1082
H -4.3229 -1.2262 0.7702
H -4.1044 -1.9699 -2.7547
H -2.8065 -1.9775 -1.5693
H -2.5325 1.5012 -1.6756
H -1.3934 1.5721 -2.9894
H -0.7130 0.8555 -0.4323
H -0.9886 -0.7285 -1.1003
H 0.6574 0.8807 -2.9282
H 1.3789 0.7959 -1.3182
H -3.8177 0.7765 -6.0051
H -3.7787 -1.9849 -5.7896
H -5.0024 -1.0459 -6.3073
H -1.5282 0.6784 -5.2774
C -4.7273 -6.0809 -6.5127
O -4.3067 -4.7942 -6.9064
C -2.8967 -4.6445 -6.9904
C -2.4248 -4.6149 -8.4236
O -2.6513 -5.8534 -9.0888
C -3.8077 -5.8545 -9.8964
H -5.8116 -6.1129 -6.6045
H -4.2869 -6.8673 -7.1349
H -4.4695 -6.2725 -5.4653
H -2.3931 -5.4493 -6.4447
H -2.6349 -3.6963 -6.5189
H -1.3502 -4.4168 -8.4420
H -2.9282 -3.8018 -8.9567
H -3.6682 -5.2366 -10.7917
H -4.6850 -5.4959 -9.3516
H -3.9813 -6.8840 -10.2083
C -8.3704 -7.0694 -1.1473
O -7.0121 -7.4302 -1.0014
C -6.5287 -8.2684 -2.0354
C -5.7695 -7.4974 -3.0931
O -6.6095 -6.6097 -3.8044
C -6.4634 -5.2495 -3.4178
H -8.5856 -6.3156 -0.3919
H -8.5733 -6.6528 -2.1368
H -9.0263 -7.9328 -0.9827
H -7.3577 -8.8101 -2.5050
H -5.8582 -9.0031 -1.5790
H -5.3493 -8.2107 -3.8110
H -4.9383 -6.9542 -2.6314
H -5.5007 -4.8459 -3.7457
H -6.5511 -5.1294 -2.3355
H -7.2572 -4.6898 -3.9082
C 3.4756 2.8749 -0.2427
O 2.1285 3.2957 -0.3470
C 1.3570 3.0214 0.8122
C 1.1414 4.2555 1.6551
O 2.3558 4.7312 2.2205
C 2.9086 5.8380 1.5375
H 3.9970 3.2319 -1.1296
H 3.9599 3.2840 0.6491
H 3.5415 1.7810 -0.2134
H 1.8281 2.2367 1.4146
H 0.3849 2.6470 0.4801
H 0.4687 4.0063 2.4823
H 0.6664 5.0389 1.0560
H 2.3096 6.7420 1.7007
H 2.9839 5.6519 0.4633
H 3.9084 6.0020 1.9403
C 5.4323 4.9173 7.3573
O 5.2282 5.0019 5.9599
C 4.0117 4.4168 5.5181
C 2.9613 5.4656 5.2355
O 2.5714 6.1650 6.4085
C 3.1763 7.4358 6.5357
H 6.2733 5.5654 7.6011
H 4.5537 5.2501 7.9146
H 5.6767 3.8931 7.6594
H 3.6415 3.7028 6.2610
H 4.2157 3.8718 4.5917
H 2.0783 4.9804 4.8154
H 3.3379 6.1671 4.4838
H 2.7876 8.1318 5.7820
H 4.2644 7.3856 6.4392
H 2.9242 7.8166 7.5244
C -0.3830 0.2448 2.4311
O 0.9809 0.0888 2.7876
C 1.3366 0.7400 3.9908
C 1.4455 -0.2298 5.1477
O 0.1972 -0.8094 5.4791
C 0.0087 -2.1038 4.9379
H -0.5757 -0.4023 1.5788
H -1.0524 -0.0227 3.2527
H -0.5834 1.2811 2.1366
H 0.6099 1.5238 4.2342
H 2.3113 1.2179 3.8392
H 1.8078 0.3065 6.0307
H 2.1745 -1.0093 4.9000
H 0.6656 -2.8320 5.4274
H 0.1964 -2.1233 3.8621
H -1.0267 -2.3825 5.1247
C 7.2322 3.9910 11.0477
O 5.8775 4.3906 10.9816
C 5.1307 4.0848 12.1457
C 4.9301 5.3012 13.0219
O 6.1527 5.7811 13.5541
C 6.6703 6.9040 12.8672
H 7.7372 4.4218 10.1847
H 7.7140 4.3482 11.9616
H 7.3231 2.9002 11.0001
H 5.6246 3.2935 12.7194
H 4.1523 3.7127 11.8271
H 4.2834 5.0313 13.8621
H 4.4296 6.0878 12.4473
H 6.0505 7.7907 13.0405
H 6.7371 6.7239 11.7913
H 7.6675 7.0910 13.2618
C -2.8488 -9.8106 -10.0314
O -3.5508 -11.0385 -10.1258
C -4.6011 -11.0230 -11.0733
C -4.2129 -11.7124 -12.3633
O -3.1839 -11.0235 -13.0507
C -1.8979 -11.5785 -12.8583
H -1.9808 -9.9824 -9.3983
H -2.5151 -9.4593 -11.0110
H -3.4706 -9.0391 -9.5672
H -4.9119 -9.9942 -11.2849
H -5.4546 -11.5504 -10.6353
H -5.0850 -11.7495 -13.0234
H -3.9051 -12.7419 -12.1490
H -1.8111 -12.5507 -13.3572
H -1.6660 -11.7021 -11.7977
H -1.1811 -10.8906 -13.3030
C 5.7004 9.9828 4.3980
O 6.3653 8.8269 4.8640
C 6.1379 7.6754 4.0598
C 7.2955 7.3964 3.1305
O 7.4716 8.4199 2.1630
C 8.5148 9.3202 2.4719
H 6.0560 10.8235 4.9923
H 5.9119 10.1738 3.3425
H 4.6156 9.8930 4.5295
H 5.2185 7.8026 3.4761
H 6.0012 6.8248 4.7312
H 7.1007 6.4628 2.5946
H 8.2124 7.2655 3.7153
H 9.4936 8.8343 2.3855
H 8.4113 9.7286 3.4809
H 8.4637 10.1335 1.7496

Forces on atoms 1 to 6 (eV/Å):
-0.005 0.033 0.102
-0.002 0.021 -0.047
0.104 0.012 -0.063
-0.088 -0.001 0.059
0.086 0.063 -0.019
-0.135 0.140 0.138

3.
2 unconnected molecules or ions with the total composition C4H12, computed with ωB97M-V/def2-TZVPD.

## Properties
SMILES = CC.CC
LUMO = 1.174 eV
Spin multiplicity = 1
Net charge = 0
ΔE to the lowest compared entry with this formula, charge and spin = 105.8 kJ/mol

CARTESIAN COORDINATES (ANGSTROEM)
C 0.4937 0.2449 1.5565
C 1.7502 -0.6143 1.6147
H 0.7808 1.2235 1.0182
H -0.4937 -0.1778 1.1951
H 0.1341 0.5160 2.5753
H 2.2291 -0.5454 0.6888
H 1.6219 -1.6959 1.8256
H 2.4471 -0.1405 2.3296
C -0.7820 -0.3430 -1.1653
C -1.5243 0.6597 -2.0491
H -1.1878 -0.3259 -0.1262
H -0.6912 -1.3765 -1.5109
H 0.2415 0.0259 -1.1171
H -2.3102 0.1182 -2.4365
H -1.8457 1.4797 -1.5491
H -0.8636 0.9514 -2.8497

Forces on atoms 1 to 6 (eV/Å):
-1.349 1.290 0.950
-0.509 -0.219 1.186
-0.912 -1.459 0.719
2.088 0.315 0.170
0.766 0.166 -0.301
0.845 -0.111 -1.614

4.
A molecular structure, C40H30ClF3NO2PtS2, computed with ωB97M-V/def2-TZVPD.

## Properties
LUMO (alpha / beta) = -3.342 / -4.508 eV
Spin multiplicity = 3
Net charge = +1
Expectation value of S² = 2.01
ΔE to the lowest compared entry with this formula, charge and spin = 245.6 kJ/mol

CARTESIAN COORDINATES (ANGSTROEM)
Pt 0.5406 0.2598 0.3985
C 7.6257 1.0150 -2.2018
C 6.3929 0.7285 -1.4014
C 5.1910 0.4212 -2.0391
C 4.0547 0.1355 -1.3056
C 4.1320 0.1547 0.0773
C 5.3041 0.4781 0.7463
C 6.4281 0.7607 -0.0082
S 2.7224 -0.2249 1.0311
O 2.8874 0.3603 2.3633
C 2.8692 -1.9694 1.2938
C 3.4002 -2.7195 0.2225
C 4.1392 -3.8370 0.4729
C 4.5282 -4.1168 1.8029
C 5.5533 -5.0570 2.0719
C 6.0281 -5.2234 3.3377
C 5.4948 -4.4534 4.3918
C 4.4580 -3.5953 4.1738
C 3.9216 -3.4131 2.8711
C 2.8708 -2.4620 2.6024
C 1.8493 -2.1959 3.6657
C 1.5908 -3.3270 4.5526
C 1.8230 -4.6761 4.1704
C 1.6122 -5.7129 5.0331
C 1.1709 -5.4780 6.3498
C 0.8418 -4.2089 6.7193
C 0.9821 -3.1310 5.8120
C 0.4223 -1.8735 6.1158
C 0.3403 -0.9399 5.1330
C 1.0203 -1.1019 3.9025
S 0.2816 0.1357 2.7804
O -1.1513 -0.1476 2.8934
C 0.5355 1.7206 3.5688
C -0.5267 2.6080 3.4306
C -0.4361 3.8673 3.9979
C 0.6981 4.2513 4.7083
C 0.8130 5.6252 5.2957
C 1.7350 3.3316 4.8513
C 1.6689 2.0725 4.2851
H 7.3874 1.5550 -3.1164
H 8.1148 0.0822 -2.4879
H 8.3401 1.6030 -1.6300
H 5.1430 0.4240 -3.1191
H 3.1151 -0.0670 -1.8038
H 5.3228 0.5149 1.8267
H 7.3514 1.0198 0.4929
H 3.2483 -2.3786 -0.7912
H 4.5219 -4.4458 -0.3339
H 5.9754 -5.6113 1.2444
H 6.8284 -5.9230 3.5341
H 5.9109 -4.5462 5.3848
H 4.0569 -3.0210 4.9963
H 2.1298 -4.9049 3.1620
H 1.7772 -6.7258 4.6932
H 1.0461 -6.3030 7.0366
H 0.4195 -4.0049 7.6945
H -0.0430 -1.7059 7.0768
H -0.2479 -0.0475 5.2894
H -1.4231 2.3084 2.9063
H -1.2625 4.5574 3.8924
H -0.1648 6.0886 5.4098
H 1.4123 6.2655 4.6456
H 1.2997 5.5993 6.2694
H 2.6135 3.6072 5.4208
H 2.4815 1.3741 4.4078
Cl -4.7018 2.3345 0.1398
C -3.6946 0.9575 -0.0793
C -4.2303 -0.2838 -0.3827
C -3.3593 -1.3495 -0.5429
C -2.0012 -1.1426 -0.3877
N -1.4975 0.0633 -0.0916
C -2.3227 1.0991 0.0583
H -5.2983 -0.4072 -0.4905
H -3.7232 -2.3379 -0.7812
H -1.2908 -1.9497 -0.4949
H -1.8771 2.0581 0.2869
F 0.6981 3.2564 0.7515
C 1.0311 2.2881 -0.1224
F 0.3573 2.5812 -1.2751
F 2.3419 2.4827 -0.4044

Forces on atoms 1 to 6 (eV/Å):
1.042 -0.269 -0.226
0.068 0.013 -0.044
-0.073 -0.002 0.039
0.000 -0.014 0.063
0.060 0.081 -0.067
0.160 -0.066 -0.244

The records above give, respectively, molecular weight values of 707.24 1083.40 60.14 908.34 g mol⁻¹.
The records above give, respectively, maximum force values of 12.8 0.4 3.7 1.2 eV/Å.